[1]
ORCA calculation (the ωB97M-V functional and the def2-TZVPD basis) on a 10-piece molecular cluster, C39H83F30N7OP6 overall at a distorted geometry.

Each line ends with the Löwdin charge.
Positions of all 166 atoms, in Å:
C -19.139 -4.020 -14.761  0.011
N -18.410 -5.101 -14.031  -0.358
C -17.396 -4.577 -13.065  0.040
C -19.504 -5.847 -13.321  -0.007
C -17.773 -6.073 -14.985  -0.098
C -16.731 -7.081 -14.469  -0.228
O -17.310 -8.025 -13.643  -0.047
H -19.595 -3.312 -14.085  0.115
H -19.790 -4.569 -15.438  0.109
H -18.430 -3.596 -15.475  0.110
H -16.797 -3.894 -13.672  0.115
H -16.709 -5.323 -12.694  0.104
H -17.949 -4.034 -12.306  0.104
H -19.110 -6.712 -12.799  0.097
H -20.238 -6.191 -14.053  0.110
H -20.103 -5.169 -12.716  0.101
H -17.065 -5.391 -15.489  0.136
H -18.436 -6.500 -15.732  0.150
H -15.924 -6.506 -14.023  0.117
H -16.307 -7.536 -15.369  0.147
H -17.808 -8.694 -14.127  0.063
C -27.276 -11.182 -16.178  -0.058
C -25.967 -10.397 -16.335  -0.164
N -24.824 -11.203 -15.932  -0.067
C -23.844 -11.666 -16.787  0.016
C -23.012 -12.363 -16.005  -0.006
N -23.463 -12.368 -14.695  -0.034
C -24.611 -11.695 -14.733  -0.033
C -22.864 -13.094 -13.586  0.036
H -28.120 -10.489 -16.193  0.080
H -27.382 -11.694 -15.225  0.075
H -27.347 -11.844 -17.038  0.083
H -26.035 -9.507 -15.707  0.123
H -25.803 -10.027 -17.341  0.125
H -23.885 -11.422 -17.831  0.140
H -22.137 -12.938 -16.254  0.137
H -25.294 -11.500 -13.925  0.171
H -23.625 -13.548 -12.952  0.097
H -22.336 -12.402 -12.932  0.086
H -22.172 -13.855 -13.928  0.115
C -23.016 -7.176 -10.879  -0.065
C -22.708 -7.185 -9.383  -0.145
N -23.952 -7.537 -8.683  -0.035
C -24.416 -8.791 -8.413  0.030
C -25.549 -8.629 -7.713  0.011
N -25.810 -7.286 -7.668  -0.095
C -24.781 -6.646 -8.195  -0.034
C -27.024 -6.704 -7.111  0.018
H -23.253 -8.161 -11.292  0.075
H -22.172 -6.883 -11.501  0.056
H -23.855 -6.503 -11.061  0.080
H -22.435 -6.155 -9.166  0.111
H -21.917 -7.857 -9.066  0.116
H -23.997 -9.670 -8.880  0.122
H -26.289 -9.310 -7.334  0.144
H -24.739 -5.577 -8.300  0.174
H -26.756 -5.954 -6.370  0.102
H -27.577 -7.466 -6.570  0.100
H -27.660 -6.296 -7.892  0.102
C -20.670 -9.761 -11.388  -0.067
C -19.343 -10.217 -11.974  -0.137
N -18.255 -10.316 -11.001  -0.007
C -16.971 -10.672 -11.295  0.007
C -16.228 -10.463 -10.206  0.017
N -17.089 -9.977 -9.237  -0.064
C -18.291 -9.845 -9.762  -0.043
C -16.622 -9.483 -7.936  0.019
H -20.953 -10.151 -10.423  0.071
H -21.506 -9.935 -12.065  0.078
H -20.613 -8.674 -11.228  0.054
H -19.053 -9.381 -12.612  0.089
H -19.467 -11.089 -12.609  0.125
H -16.701 -11.105 -12.249  0.135
H -15.216 -10.698 -9.935  0.146
H -19.179 -9.379 -9.382  0.134
H -16.345 -10.349 -7.347  0.097
H -17.426 -8.852 -7.556  0.077
H -15.822 -8.761 -8.095  0.101
C -18.504 -2.365 -5.266  -0.088
C -19.656 -3.238 -4.739  -0.250
C -19.193 -4.655 -4.399  -0.239
C -18.601 -4.801 -2.990  -0.265
P -17.539 -6.239 -2.629  1.023
C -16.203 -6.377 -3.864  -0.253
C -15.325 -5.160 -4.019  -0.240
C -14.458 -5.204 -5.297  -0.244
C -15.303 -5.209 -6.558  -0.108
C -18.660 -7.698 -2.783  -0.226
C -18.933 -8.122 -4.223  -0.264
C -19.764 -9.398 -4.308  -0.246
C -19.916 -9.850 -5.769  -0.083
C -16.924 -6.092 -0.941  -0.276
C -16.093 -7.331 -0.576  -0.236
C -15.479 -7.163 0.807  -0.265
C -16.440 -6.916 1.958  -0.114
H -18.315 -2.801 -6.250  0.072
H -17.619 -2.371 -4.636  0.065
H -18.909 -1.366 -5.422  0.072
H -20.421 -3.377 -5.503  0.104
H -20.103 -2.768 -3.858  0.105
H -18.378 -4.910 -5.088  0.086
H -19.917 -5.449 -4.559  0.098
H -19.360 -5.030 -2.222  0.093
H -18.166 -3.886 -2.579  0.100
H -16.927 -6.429 -4.698  0.071
H -15.776 -7.382 -3.937  0.108
H -14.601 -5.023 -3.213  0.113
H -15.920 -4.244 -4.135  0.099
H -13.916 -6.152 -5.227  0.117
H -13.736 -4.390 -5.237  0.106
H -15.626 -6.243 -6.762  0.066
H -14.683 -5.227 -7.462  0.081
H -16.177 -4.567 -6.593  0.057
H -19.606 -7.495 -2.277  0.108
H -18.098 -8.509 -2.311  0.078
H -18.022 -8.310 -4.806  0.097
H -19.387 -7.312 -4.801  0.089
H -20.790 -9.139 -3.998  0.106
H -19.450 -10.153 -3.587  0.115
H -20.623 -10.672 -5.842  0.078
H -18.941 -10.187 -6.127  0.064
H -20.234 -8.972 -6.333  0.057
H -17.840 -5.956 -0.354  0.097
H -16.394 -5.140 -0.857  0.108
H -15.341 -7.470 -1.355  0.112
H -16.688 -8.245 -0.584  0.108
H -14.808 -6.291 0.780  0.110
H -14.743 -7.934 1.042  0.115
H -16.984 -5.970 1.907  0.064
H -15.835 -6.966 2.863  0.074
H -17.256 -7.635 2.090  0.077
P -15.528 -10.863 -3.860  0.161
F -14.885 -11.886 -2.808  -0.150
F -16.307 -10.054 -2.696  -0.165
F -14.212 -9.893 -3.796  -0.187
F -16.025 -9.911 -5.083  -0.195
F -14.745 -11.751 -5.012  -0.196
F -16.839 -11.788 -4.030  -0.160
P -19.108 -5.926 -9.042  0.173
F -20.298 -5.068 -8.344  -0.171
F -18.444 -4.681 -9.816  -0.148
F -18.225 -5.575 -7.738  -0.158
F -17.976 -6.876 -9.682  -0.144
F -19.682 -7.273 -8.308  -0.188
F -20.139 -6.202 -10.277  -0.178
P -23.603 -13.034 -9.503  0.166
F -24.907 -13.160 -8.559  -0.164
F -22.759 -13.815 -8.387  -0.140
F -23.862 -14.484 -10.181  -0.169
F -22.275 -12.853 -10.421  -0.175
F -24.549 -12.333 -10.664  -0.217
F -23.326 -11.517 -8.941  -0.208
P -14.629 -13.576 -13.016  0.144
F -14.105 -14.069 -14.463  -0.169
F -13.984 -12.083 -13.236  -0.199
F -16.001 -13.016 -13.690  -0.190
F -14.996 -13.026 -11.533  -0.186
F -15.434 -14.962 -12.791  -0.172
F -13.309 -14.252 -12.382  -0.168
P -19.007 -10.937 -16.052  0.159
F -19.106 -12.190 -15.041  -0.151
F -19.708 -10.004 -14.943  -0.172
F -17.555 -10.472 -15.517  -0.148
F -19.025 -9.734 -17.171  -0.195
F -18.267 -11.834 -17.164  -0.148
F -20.460 -11.397 -16.676  -0.201

HOMO energy = -9.41 eV
HOMO-LUMO gap = 0.3103 Eh
Molecular weight = 1421.9 Da
LUMO energy = -0.9643 eV

[2]
ORCA calculation (the ωB97M-V functional and the def2-TZVPD basis) on C31H42AsIrN4S as an isolated structure.

Each line ends with the Löwdin charge.
Positions of all 80 atoms, in Å:
Ir -1.793 -0.756 0.930  1.082
N -2.675 -2.223 -0.265  -0.081
C -3.138 -3.526 0.305  -0.194
C -2.018 -4.394 0.853  -0.166
C -1.215 -3.735 1.979  -0.196
C -2.078 -3.082 3.053  -0.170
N -2.376 -1.610 2.785  -0.101
H -3.498 -1.765 -0.646  0.113
H -2.065 -2.411 -1.065  0.072
H -3.688 -4.054 -0.472  0.138
H -3.861 -3.288 1.088  0.113
H -1.348 -4.710 0.050  0.122
H -2.497 -5.303 1.223  0.135
H -0.542 -2.978 1.555  0.065
H -0.556 -4.464 2.449  0.128
H -1.587 -3.131 4.021  0.129
H -3.040 -3.580 3.163  0.128
H -1.837 -1.078 3.466  0.104
H -3.340 -1.457 3.061  0.074
C 6.768 -1.486 -1.618  -0.016
C 5.414 -1.149 -1.077  -0.212
C 5.097 -1.362 0.265  0.019
C 3.850 -1.053 0.772  -0.299
C 3.539 -1.339 2.221  -0.082
C 2.880 -0.519 -0.104  -0.386
As 1.204 -0.166 0.693  1.342
N -0.104 -0.802 -0.308  -0.452
C 0.034 -1.590 -1.487  -0.444
C 0.942 -2.645 -1.555  -0.041
C 1.024 -3.401 -2.716  -0.035
C 0.222 -3.108 -3.810  -0.040
C -0.676 -2.052 -3.747  -0.046
C -0.774 -1.296 -2.587  -0.079
C -1.243 2.813 0.622  -0.174
C -0.399 3.842 1.314  -0.169
C 0.290 3.439 2.571  0.008
C -0.299 5.091 0.805  0.046
C -0.939 5.442 -0.412  -0.133
C -0.866 6.833 -0.909  0.015
C -1.643 4.472 -1.167  0.040
C -1.778 3.198 -0.725  -0.140
C -2.483 2.170 -1.544  -0.005
C 3.186 -0.251 -1.455  -0.274
C 2.256 0.476 -2.391  -0.042
C 4.448 -0.584 -1.911  0.013
H 7.398 -1.956 -0.866  0.089
H 7.267 -0.582 -1.970  0.103
H 6.682 -2.162 -2.470  0.100
H 5.844 -1.791 0.923  0.133
H 4.446 -1.613 2.756  0.094
H 2.840 -2.171 2.337  0.078
H 3.124 -0.466 2.735  0.064
H 1.564 -2.900 -0.710  0.114
H 1.721 -4.229 -2.761  0.125
H 0.300 -3.701 -4.713  0.124
H -1.293 -1.808 -4.603  0.122
H -1.433 -0.432 -2.551  0.099
H -0.440 3.248 3.365  0.109
H 0.975 4.209 2.916  0.106
H 0.844 2.510 2.421  0.065
H 0.297 5.843 1.311  0.145
H -0.107 7.424 -0.404  0.104
H -1.843 7.301 -0.725  0.134
H -0.721 6.860 -1.990  0.116
H -2.060 4.765 -2.124  0.151
H -3.511 2.478 -1.746  0.118
H -2.492 1.197 -1.061  0.033
H -1.986 2.076 -2.513  0.110
H 1.258 0.625 -1.986  0.034
H 2.156 -0.063 -3.334  0.100
H 2.671 1.459 -2.623  0.100
H 4.704 -0.377 -2.945  0.141
S -4.493 2.526 2.947  1.190
C -3.203 3.311 2.168  -0.292
C -2.416 2.418 1.517  -0.330
N -2.806 1.096 1.675  -0.113
C -3.907 1.045 2.402  -0.451
H -3.097 4.386 2.205  0.113
H -0.637 1.910 0.514  0.083
H -4.443 0.135 2.626  0.080

HOMO energy (alpha / beta) = -15.64 / -15.90 eV
Relative energy (zero: lowest compared OMol25 entry of this formula, charge and spin) = 0.00 kJ/mol
HOMO-LUMO gap (alpha / beta) = 0.2187 / 0.2283 Eh
Spin multiplicity = 2
Molecular weight = 769.9 Da
Net charge = +3
LUMO energy (alpha / beta) = -9.6901 / -9.6871 eV

Question: Number 1 is which compound?
Answer: C39H83F30N7OP6